1.
C21H26BrCl12N3O2S2 | wB97M-V/def2-TZVPD

SMILES = CC(=O)NCCCCc1cc(CC(=O)Br)c2nsnc2c1CCCS.ClC(Cl)Cl.ClC(Cl)Cl.ClC(Cl)Cl.ClC(Cl)Cl
E = -272730.4254 eV

Each line ends with the Mulliken charge.
Cartesian coordinates (Å):
C (-2.443, -3.573, -3.002)  -0.5735
C (-1.065, -4.392, -2.541)  0.6063
O (-0.434, -5.041, -3.554)  -0.5943
N (-0.558, -4.424, -1.086)  -0.3749
C (0.943, -4.240, -1.091)  -0.4807
C (1.543, -3.481, 0.251)  -0.4491
C (2.834, -2.609, -0.234)  -0.7601
C (3.001, -1.127, 0.422)  -0.5781
C (1.629, -0.285, 0.689)  0.4405
C (1.541, 0.527, 2.148)  -0.9839
C (0.254, 1.414, 2.642)  0.4626
C (0.271, 2.216, 4.109)  -0.7765
C (0.736, 3.790, 3.786)  0.4539
O (0.185, 4.473, 2.746)  -0.4653
Br (2.130, 4.782, 4.837)  -0.1677
C (-1.077, 1.525, 1.691)  0.1082
N (-2.343, 2.272, 2.045)  -0.2900
S (-3.326, 1.964, 0.635)  0.1987
N (-2.313, 0.996, -0.454)  -0.3824
C (-0.972, 0.736, 0.231)  0.0235
C (0.335, -0.148, -0.305)  0.5922
C (0.332, -0.865, -1.777)  0.5687
C (-0.203, 0.292, -2.860)  -0.8967
C (0.640, 1.695, -2.701)  -0.3847
S (2.521, 1.423, -2.552)  -0.2849
H (-2.299, -2.405, -2.971)  0.1142
H (-3.373, -3.869, -2.348)  0.1310
H (-2.729, -3.863, -4.124)  0.2910
H (-1.054, -3.678, -0.536)  0.3475
H (1.491, -5.295, -1.203)  0.2677
H (1.206, -3.646, -2.081)  0.2173
H (0.741, -2.911, 0.880)  0.3594
H (1.945, -4.359, 0.953)  0.3586
H (2.944, -2.507, -1.418)  0.3124
H (3.800, -3.231, 0.093)  0.4563
H (3.658, -0.483, -0.336)  0.1364
H (3.677, -1.229, 1.394)  0.3278
H (2.483, 0.471, 2.878)  0.1961
H (-0.816, 2.308, 4.562)  0.2948
H (1.058, 1.779, 4.857)  0.4126
H (1.377, -1.201, -2.178)  0.1536
H (-0.481, -1.717, -1.804)  -0.7798
H (-1.371, 0.417, -2.851)  0.3319
H (0.094, -0.148, -3.928)  0.4069
H (0.279, 2.317, -1.764)  0.2393
H (0.449, 2.373, -3.665)  0.3323
H (3.042, 2.206, -1.501)  0.1371
Cl (-8.060, 3.760, 3.157)  -0.1237
C (-6.818, 2.541, 2.824)  0.0979
Cl (-5.201, 3.262, 2.903)  -0.1018
Cl (-6.953, 1.189, 3.962)  -0.1254
H (-6.975, 2.157, 1.813)  0.2510
Cl (5.938, 2.115, 5.444)  -0.1267
C (5.030, 3.164, 6.547)  0.4738
Cl (3.872, 2.215, 7.496)  -0.1161
Cl (6.134, 4.047, 7.615)  -0.1277
H (4.473, 3.891, 5.951)  -0.1339
Cl (-7.239, -3.601, -2.406)  -0.1187
C (-6.533, -2.798, -0.993)  -0.0341
Cl (-5.430, -3.893, -0.142)  -0.1171
Cl (-5.689, -1.317, -1.476)  -0.0889
H (-7.343, -2.526, -0.311)  0.3485
Cl (3.653, 1.727, -6.437)  -0.1107
C (4.152, 3.361, -5.966)  -0.0565
Cl (2.748, 4.321, -5.468)  -0.1106
Cl (5.353, 3.294, -4.665)  -0.1091
H (4.609, 3.844, -6.833)  0.3736

Cartesian forces (eV/Å) of the 6 atoms listed first:
-0.2 -0.4 0.0
1.8 -2.5 -3.9
-3.3 3.9 6.7
-0.9 1.3 -3.5
1.3 -0.2 -0.4
0.4 -1.5 -0.5

2.
C4H9NO2 | wB97M-V/def2-TZVPD

SMILES = c1cc[nH]c1.O.O
E = -9878.6172 eV

Each line ends with the Mulliken charge.
Cartesian coordinates (Å):
C (-1.499, -0.972, -0.847)  -0.3416
C (-0.649, -2.036, -0.368)  -0.3654
C (0.662, -1.641, -0.528)  -0.4813
N (0.642, -0.480, -1.263)  -0.0619
C (-0.642, -0.040, -1.375)  -0.5448
H (-2.571, -0.953, -0.792)  0.3960
H (-0.977, -2.884, 0.212)  0.3685
H (1.528, -2.155, -0.152)  0.3707
H (1.406, 0.182, -1.168)  0.3161
H (-0.943, 0.974, -1.593)  0.3477
O (-0.458, 1.462, 2.483)  -0.6429
H (-0.633, 1.032, 1.634)  0.3521
H (-0.895, 0.960, 3.145)  0.3005
O (1.879, 1.891, 0.057)  -0.6311
H (1.715, 2.055, 0.966)  0.2977
H (1.435, 2.604, -0.410)  0.3197

Cartesian forces (eV/Å) of the 6 atoms listed first:
1.2 -1.0 0.0
-0.1 0.6 0.7
-1.5 -0.6 -0.5
1.0 0.6 1.0
-1.3 0.3 0.5
-0.1 0.2 -0.1

3.
C2H2NP | wB97M-V/def2-TZVPD

SMILES = C#N.C#P
E = -12882.1579 eV

Each line ends with the Mulliken charge.
Cartesian coordinates (Å):
C (-1.860, 0.128, -0.350)  0.0422
N (-2.318, 0.697, 0.524)  -0.3184
H (-1.350, -0.438, -1.097)  0.2679
C (1.954, -0.338, 0.259)  -0.1678
P (2.146, 1.226, 0.188)  -0.1601
H (1.428, -1.275, 0.475)  0.3363

Cartesian forces, eV/Å:
0.6 -0.5 -0.4
-0.4 0.4 0.5
-0.1 0.1 -0.1
-0.9 2.5 0.3
0.0 -2.8 0.0
0.9 0.3 -0.3